Record 1
17
Properties=species:S:1:pos:R:3:nbo_charge:R:1 method="wB97M-V/def2-TZVPD" total_charge=+1 homo_ev=-11.9 orbital_gap_ev=7.55
C 0.03 -0.04 1.63 -0.514
H -0.13 -1.11 -0.78 0.170
H -0.64 0.13 -2.08 0.472
C 0.89 -0.74 -0.61 -0.614
H -0.78 0.70 3.74 0.131
N -1.35 0.87 -2.23 -0.871
C 1.18 -0.72 0.90 -0.411
H -1.50 1.28 -1.31 0.459
S 0.40 0.18 3.39 -0.001
H -0.21 0.92 1.15 0.179
H -2.20 0.50 -2.64 0.462
H -0.90 1.58 -2.82 0.459
H 2.07 -0.10 1.00 0.220
H 1.59 -1.32 -1.20 0.248
H 1.00 0.29 -0.98 0.174
H -0.85 -0.69 1.53 0.205
H 1.40 -1.71 1.30 0.234

***

Record 2
33
Properties=species:S:1:pos:R:3:nbo_charge:R:1 method="wB97M-V/def2-TZVPD" homo_ev=-8.8 orbital_gap_ev=8.98
H 2.35 -2.40 -0.84 0.218
C 1.20 1.49 0.85 0.843
H 1.84 3.03 1.56 0.495
C -2.45 0.47 -0.68 0.062
C -3.88 0.24 -0.98 -0.647
C 2.63 0.54 -1.39 -0.609
H 4.11 -1.83 -0.84 0.207
H 1.39 0.62 -1.93 0.234
C 3.20 -1.78 -0.43 -0.579
H -1.09 1.35 0.31 0.497
H -4.07 -0.73 -1.47 0.203
H -3.16 -2.04 1.84 0.380
H 3.20 1.88 -1.09 0.193
C 2.84 -0.30 -0.14 -0.260
N -3.00 -0.77 1.42 -0.868
H 0.01 -0.58 -0.91 0.404
N 0.31 -0.52 0.00 -0.667
O 0.21 2.09 0.43 -0.596
H -2.08 -1.64 -0.25 0.233
O -0.29 -0.86 2.13 -0.584
C -2.10 -0.76 0.32 -0.191
H 3.18 -2.11 0.75 0.201
O 2.16 2.11 1.72 -0.670
H -4.60 0.44 -0.08 0.240
C -0.74 -0.61 1.00 0.670
C 1.47 -0.08 0.61 -0.152
O -2.23 1.94 -0.29 -0.761
H -1.78 0.38 -1.68 0.156
H -3.01 -0.01 2.14 0.411
H 1.52 -0.69 1.49 0.276
H 3.42 0.24 -2.18 0.220
H 3.68 -0.02 0.36 0.221
H -4.26 0.91 -1.74 0.221

***

Record 3
32
Properties=species:S:1:pos:R:3:nbo_charge:R:1 method="wB97M-V/def2-TZVPD" total_charge=+1 homo_ev="-12.3 / -12.3" orbital_gap_ev="5.49 / 5.68"
H 0.54 -2.21 0.98 0.247
C -0.55 0.73 0.11 0.212
N -0.46 0.15 -1.09 -0.706
C -0.63 1.33 2.96 -0.252
N 0.31 1.25 7.73 -0.243
O 1.86 -0.83 -3.23 -0.379
O 0.64 -1.83 -5.63 -0.364
H -0.88 1.74 0.32 0.232
C -0.02 -1.15 -0.89 -0.065
C 0.47 -0.81 3.33 -0.232
C 0.58 -0.51 4.69 -0.130
H -1.12 2.05 2.29 0.222
Mg -1.20 1.44 -2.53 1.476
C 0.21 1.00 6.59 0.248
C -0.12 0.13 2.47 0.223
C -0.44 -3.19 -4.34 0.471
O -0.61 0.81 -6.95 -0.261
O 1.48 2.17 -3.13 -0.297
N -0.16 -0.14 1.08 -0.342
C 0.09 0.70 5.19 -0.161
C 0.50 -0.64 -5.18 0.087
H 0.86 -1.75 2.94 0.227
C -0.53 1.62 4.32 -0.118
H -0.92 2.55 4.71 0.247
H -2.51 2.28 -2.19 -0.605
C 0.19 -1.34 0.45 -0.046
C 1.10 -0.15 -3.93 0.303
H 1.05 -1.22 5.36 0.248
C 0.83 1.25 -3.53 0.261
O -0.75 -3.99 -5.11 -0.471
H 0.14 -1.83 -1.70 0.250
C 0.04 0.39 -6.08 0.716

***

Record 4
77
Properties=species:S:1:pos:R:3:mulliken_spin:R:1 method="wB97M-V/def2-TZVPD" total_charge=-2 homo_ev="-1.9 / -1.9" orbital_gap_ev="5.71 / 5.66" spin_multiplicity=2
H 8.26 4.31 3.50 0.000
C 4.40 -2.80 0.49 -0.001
C -1.19 -0.51 -2.85 0.009
H 2.00 -0.31 -4.94 0.000
H 5.60 7.03 6.76 0.000
N 0.02 -0.37 -2.25 -0.011
H -0.37 3.37 4.31 0.000
N -0.16 2.04 -0.46 0.021
H -4.67 -1.04 -4.39 0.000
C -0.24 3.16 -0.17 -0.001
C 2.93 3.65 3.67 0.000
C -0.48 -0.40 3.92 0.001
C 1.59 -2.62 0.01 0.000
C -4.79 -0.20 1.82 0.000
O 0.34 -2.49 -0.21 0.039
C 2.96 2.76 2.60 0.000
Br 1.16 -5.39 0.02 0.000
N -2.00 -0.42 -0.66 -0.001
Br 6.27 -2.89 0.82 0.000
C 0.86 5.18 0.63 0.000
N 4.21 5.22 5.09 0.000
C 0.06 -0.40 2.63 -0.006
H 1.78 1.43 1.38 0.004
C 0.60 3.21 3.84 0.000
C 5.54 5.53 5.21 0.000
C 6.18 6.44 6.06 0.000
C 2.26 -3.85 0.16 0.011
C -3.57 -0.76 -2.57 -0.002
Br 4.72 0.09 0.41 0.000
C 1.11 -0.30 -2.97 -0.002
C -3.68 -0.88 -3.97 0.000
C -0.13 -0.53 -5.00 -0.003
H 1.13 -0.42 2.46 0.000
C 2.40 -1.42 0.13 -0.003
N 0.62 2.34 2.83 0.000
H 1.66 4.58 5.12 0.000
N 1.81 5.72 1.02 0.000
Br 4.44 -5.66 0.61 0.000
H 5.57 3.33 2.92 0.000
C -1.32 -0.61 -4.24 -0.001
H -2.29 -0.34 5.05 0.000
C -4.09 -0.25 2.99 0.000
H -2.72 -0.88 -5.88 0.000
H -0.19 -0.60 -6.08 0.000
C 3.77 -1.55 0.35 -0.002
Co -0.11 -0.35 -0.31 0.939
C 6.31 4.78 4.30 0.000
C 1.07 -0.37 -4.38 0.001
C 4.15 4.31 4.15 0.000
C -2.61 -0.79 -4.81 0.000
C 7.69 4.90 4.21 0.000
C -2.67 -0.32 2.93 -0.001
H 3.86 2.54 2.05 0.000
H 2.04 -0.19 -2.42 -0.001
C -0.29 4.53 0.16 0.000
H -4.47 -0.87 -1.98 0.000
N 5.39 4.01 3.63 0.000
C -1.84 -0.36 4.07 -0.002
C -1.49 5.25 0.01 0.000
C -4.18 -0.25 0.55 -0.002
C -2.04 -0.34 1.67 0.002
C 1.78 2.13 2.22 -0.001
C 3.64 -3.95 0.40 0.001
C 1.71 3.89 4.30 0.000
N -2.47 5.87 -0.12 0.000
C 8.30 5.80 5.06 0.000
H -4.58 -0.22 3.95 0.000
H -5.88 -0.13 1.85 0.000
C -2.79 -0.35 0.44 0.011
O 1.82 -0.26 0.03 0.000
H 8.07 7.26 6.62 0.000
C -2.34 -0.56 -1.96 0.014
H 9.37 5.92 5.02 0.000
N -0.69 -0.37 1.56 -0.013
H -4.80 -0.18 -0.32 0.000
H 0.18 -0.43 4.78 0.000
C 7.55 6.56 5.97 0.000